C21H15F3N3O3PtS | ωB97M-V/def2-TZVPD

Atoms and positions in Å:
Pt 0.19367 -0.59091 0.03575
C -1.51297 -0.21710 -3.88062
O -0.31835 -0.62886 -4.53450
C 0.85241 -0.09674 -4.03512
C 1.71711 0.49662 -4.93836
C 2.93616 1.01102 -4.48200
C 3.25503 0.94795 -3.15102
C 2.39195 0.34865 -2.18766
C 2.79095 0.37366 -0.84262
N 2.05492 -0.10485 0.20174
N 2.47959 0.18819 1.47051
C 1.55372 -0.02767 2.34909
O 0.32767 -0.42210 2.04646
C 1.85935 0.16017 3.78147
C 0.86347 -0.04210 4.73469
C 1.13596 0.13271 6.08452
C 2.40276 0.51373 6.50070
C 3.39984 0.71963 5.55259
C 3.13319 0.54457 4.20590
C 1.16845 -0.23051 -2.67201
O 0.32580 -0.93667 -1.92279
H -2.29343 -0.17982 -4.64231
H -1.39699 0.77174 -3.43105
H -1.79296 -0.92086 -3.09604
H 1.42530 0.54813 -5.97906
H 3.62261 1.47570 -5.17988
H 4.18957 1.36866 -2.79641
H 3.73150 0.83395 -0.56727
H -0.12217 -0.33238 4.39791
H 0.35114 -0.02773 6.81419
H 2.61386 0.65128 7.55423
H 4.39242 1.01857 5.86782
H 3.90039 0.70106 3.46025
F -4.30828 1.88100 -1.79322
C -4.70638 1.17239 -0.72457
F -6.01537 0.88821 -0.92177
F -4.65501 1.99265 0.33754
C -3.89995 -0.07533 -0.52771
C -4.50705 -1.31231 -0.58237
C -3.75982 -2.47263 -0.41125
C -2.40577 -2.33939 -0.18561
N -1.81879 -1.14987 -0.12372
C -2.51008 0.00202 -0.29584
S -1.50422 1.37909 -0.21506
H -5.57116 -1.37231 -0.76466
H -4.21747 -3.44934 -0.45744
H -1.75255 -3.19183 -0.05343

E_tot = -2016.391921 hartree
Strongest force on any atom = 0.1 eV Å⁻¹
M = 641.51 g/mol
Gap between HOMO and LUMO (spin up / spin down) = 0.169 / 0.227 Eh
Net charge = -1
⟨S²⟩ = 2.038
Multiplicity = 3